--- a ---
Formula: C4H6FNS
Source: the OMol25 dataset
Level of theory: wB97M-V/def2-TZVPD

XYZ file:
```
13
Properties=species:S:1:pos:R:3:lowdin_charge:R:1
C -2.058 1.260 0.002 0.076
C -0.922 0.553 -0.009 -0.301
C -0.933 -0.943 -0.001 -0.196
F -2.243 -1.403 -0.001 -0.051
N 0.304 1.259 0.003 -0.009
C 1.587 0.831 -0.014 -0.703
S 2.222 -0.673 0.005 0.638
H -2.067 2.308 0.041 0.043
H -3.049 0.765 -0.015 0.083
H -0.432 -1.397 -0.861 0.106
H -0.456 -1.288 0.900 0.099
H 0.213 2.302 -0.004 0.165
H 2.246 1.679 -0.017 0.051
```

The SMILES is C=C(CF)NC=S. As for the HOMO energy: -8.7 eV. As for the spin multiplicity: 1.



--- b ---
Formula: C4H6FNS
Source: the OMol25 dataset
Level of theory: wB97M-V/def2-TZVPD

XYZ file:
```
13
Properties=species:S:1:pos:R:3:lowdin_charge:R:1
C -2.042 1.483 1.635 0.026
C -1.071 1.377 0.714 -0.188
N -0.514 0.134 0.518 -0.011
C 0.390 -0.189 -0.387 -0.867
S 1.002 0.712 -1.574 0.705
C 0.962 -1.556 -0.233 -0.166
F 0.174 -2.227 0.767 -0.097
H -2.447 0.632 2.204 0.068
H -2.435 2.473 1.851 0.052
H -0.609 2.153 0.098 0.091
H -0.856 -0.579 1.163 0.149
H 0.897 -2.129 -1.139 0.108
H 2.012 -1.524 0.107 0.130
```

The SMILES is C=CNC(=S)CF. As for the HOMO energy: -8.7 eV. As for the spin multiplicity: 1.



Which of them is most stable? Easy: b.



--- a ---
Formula: C3H5NO2S
Source: the OMol25 dataset
Level of theory: wB97M-V/def2-TZVPD

XYZ file:
```
12
Properties=species:S:1:pos:R:3:lowdin_charge:R:1
C 0.241 1.769 3.508 -0.456
C -1.325 -0.992 -1.512 -0.078
C -0.592 0.352 0.311 -0.554
N 1.382 2.083 3.402 0.195
O -0.765 1.224 3.334 0.135
O -1.235 0.078 -0.779 -0.156
S 0.676 -0.751 0.845 0.742
H -2.134 -0.986 -2.292 0.079
H -0.797 -1.915 -1.415 0.036
H -0.713 1.271 0.726 0.030
H 1.886 2.706 4.050 0.107
H 0.522 -0.522 2.273 -0.080
```

As for the HOMO energy (alpha / beta): -6.9 / -7.2 eV. As for the spin multiplicity: 1.



--- b ---
Formula: C3H5NO2S
Source: the OMol25 dataset
Level of theory: wB97M-V/def2-TZVPD

XYZ file:
```
12
Properties=species:S:1:pos:R:3:lowdin_charge:R:1
C -5.270 -0.350 -0.060 -0.458
C -1.581 -0.768 0.093 -0.472
C -1.335 0.289 1.144 -0.320
N 1.469 0.748 0.930 0.033
O -5.089 0.639 0.450 0.208
O -5.547 -1.350 -0.593 0.192
S -1.982 0.957 -0.293 0.839
H -0.739 -1.080 -0.481 0.045
H -2.322 -1.403 0.218 -0.005
H 1.106 -0.206 0.727 0.011
H 2.136 0.866 0.250 -0.031
H 0.679 1.309 0.663 -0.044
```

As for the HOMO energy: -9.7 eV. As for the spin multiplicity: 1.



--- c ---
Formula: C3H5NO2S
Source: the OMol25 dataset
Level of theory: wB97M-V/def2-TZVPD

XYZ file:
```
12
Properties=species:S:1:pos:R:3:lowdin_charge:R:1
C 0.346 1.998 0.356 0.062
C -0.259 0.846 0.074 -0.137
C 0.367 -0.418 -0.349 -0.490
N 0.550 -1.254 0.911 0.024
O 1.302 -0.728 1.680 0.033
O -0.358 -1.057 -1.339 -0.513
S -1.750 -1.732 -0.787 0.834
H -0.173 2.891 0.734 0.079
H 1.328 2.066 0.238 0.014
H -1.343 0.663 -0.030 0.086
H 1.259 -0.303 -0.825 0.127
H -1.269 -2.973 -0.664 -0.118
```

The SMILES is C=C[C@@H](N=O)OS. As for the HOMO energy: -9.1 eV. As for the spin multiplicity: 1.



--- d ---
Formula: C3H5NO2S
Source: the OMol25 dataset
Level of theory: wB97M-V/def2-TZVPD

XYZ file:
```
12
Properties=species:S:1:pos:R:3:lowdin_charge:R:1
C 1.950 -0.819 0.181 -0.017
C 1.193 0.576 -0.035 -0.535
O 1.835 1.597 -0.175 0.049
N -0.239 0.663 0.151 -0.340
S -1.125 -0.711 -0.169 0.921
C -2.777 0.029 0.027 -0.557
O -3.018 1.197 0.134 -0.009
H 2.960 -0.574 0.071 0.050
H 1.670 -1.587 -0.642 0.098
H 1.705 -1.301 1.064 0.039
H -0.649 1.687 -0.373 0.228
H -3.504 -0.756 -0.234 0.074
```

The SMILES is CC(=O)NSC=O. As for the HOMO energy: -9.2 eV. As for the spin multiplicity: 1.



Which of them is most stable? Easy: d.